No. 1
{"formula": "C4H7NOS", "method": "ωB97M-V/def2-TZVPD", "symbols": ["N", "C", "C", "C", "S", "C", "O", "H", "H", "H", "H", "H", "H", "H"], "coordinates": [[-2.523, -0.448, -0.254], [-1.651, -1.372, 0.112], [-0.263, -1.103, 0.159], [0.309, 0.150, 0.166], [-0.302, 1.746, -0.017], [1.902, 0.174, 0.140], [2.647, -0.996, -0.213], [-3.668, -0.251, -0.067], [-2.042, 0.510, -0.189], [-1.904, -2.440, 0.274], [0.407, -1.937, 0.652], [2.199, 0.558, 1.202], [2.213, 1.013, -0.493], [2.326, -1.374, -1.087]], "e_above_lowest_kcal_mol": 57.2, "e_lumo_ev": -0.38, "total_charge": 0}


No. 2
{"formula": "C4H7NOS", "method": "ωB97M-V/def2-TZVPD", "symbols": ["C", "O", "C", "C", "N", "S", "C", "H", "H", "H", "H", "H", "H", "H"], "coordinates": [[0.805, 1.898, -0.533], [0.535, 1.140, 0.700], [0.280, -0.214, 0.445], [1.567, -0.844, 0.161], [2.629, -1.296, -0.032], [-1.164, -0.686, -0.606], [-2.396, -0.034, 0.447], [1.765, 1.736, -0.909], [0.815, 2.966, -0.194], [0.021, 1.795, -1.319], [-0.077, -0.774, 1.422], [-2.700, -0.939, 1.195], [-2.072, 0.857, 1.238], [-3.342, 0.448, -0.218]], "e_above_lowest_kcal_mol": 67.0, "e_lumo_ev": 0.59, "total_charge": 0}